1.
Density functional theory data (ωB97M-V with the def2-TZVPD basis set) for a structure of composition C28H29BN7PZn.

Results
highest occupied orbital energy (alpha / beta): -14.05 / -14.05 eV
energy: -98302.8215 eV
energy relative to the best compared isomer or geometry (same formula, charge and spin): 28.8 kcal/mol
M: 570.8 g/mol
LUMO energy (alpha / beta): -9.56 / -7.82 eV
gap between HOMO and LUMO (alpha / beta): 0.1651 / 0.2290 Ha

```
! RIJCOSX wB97M-V def2-TZVPD def2/J DEFGRID3
* xyz 2 1
C 2.3190 -0.9003 -1.3215
N 1.1354 -0.8786 -1.9795
N 1.3786 -0.4857 -3.2791
C 2.7240 -0.3129 -3.4439
C 3.3359 -0.5302 -2.2137
B 0.2346 -0.3074 -4.3481
N -0.7555 -1.5376 -4.2068
N -1.1197 -2.0603 -2.9818
C -1.8045 -3.2000 -3.2137
C -1.8975 -3.4164 -4.6001
C -1.2314 -2.3481 -5.1973
Zn -0.4500 -1.3633 -0.8608
N -0.3611 1.1733 -4.4674
N -1.0790 1.7676 -3.4459
C -1.3192 3.0393 -3.7913
C -0.8015 3.2874 -5.0873
C -0.2242 2.0696 -5.4787
H -1.8358 3.7358 -3.1406
H 0.2605 1.7793 -6.4013
H -0.8439 4.2066 -5.6276
H 0.7572 -0.4868 -5.4212
H -1.0904 -2.0915 -6.2453
H 3.1494 -0.0078 -4.3956
H -2.4205 -4.2168 -5.0883
H 4.3837 -0.4389 -1.9759
H -2.2334 -3.8001 -2.4208
H 2.4055 -1.0118 -0.2458
H -2.2159 -1.0264 -0.3888
C -2.1348 -2.1071 -0.1421
H -2.8081 -2.6234 -0.8382
H -1.1048 -2.6035 -0.1731
H -2.4964 -2.1456 0.8904
N 0.1471 0.1620 0.2836
P 0.1393 0.2940 1.8376
C -1.4477 0.1543 2.6846
C -1.6107 -0.5116 3.9075
C -2.8596 -0.4753 4.5400
C -3.9404 0.2023 3.9589
C -3.7637 0.8502 2.7264
C -2.5236 0.8206 2.0845
C 1.2204 -0.8764 2.6923
C 1.0527 -2.2349 2.3187
C 2.1599 -3.1014 2.3675
C 3.3993 -2.6362 2.8584
C 3.4828 -1.3430 3.4107
C 2.4032 -0.4591 3.3288
C 0.7127 1.9192 2.3545
C 0.7228 2.2800 3.7075
C 1.1176 3.5731 4.0643
C 1.4808 4.4929 3.0701
C 1.4387 4.1287 1.7160
C 1.0501 2.8299 1.3491
H -0.7719 -1.0367 4.3656
H -2.9812 -0.9602 5.5082
H -4.9137 0.2407 4.4591
H -4.5967 1.3794 2.2612
H -2.3863 1.3311 1.1247
H 0.0776 -2.5946 1.9496
H 2.0730 -4.1352 1.9886
H 4.2980 -3.2709 2.8058
H 4.4094 -1.0056 3.8874
H 2.4817 0.5606 3.7252
H 0.4330 1.5557 4.4728
H 1.1387 3.8546 5.1176
H 1.7933 5.5021 3.3546
H 1.7073 4.8506 0.9413
H 1.0000 2.5004 0.3082
*
```


2.
Density functional theory data (ωB97M-V with the def2-TZVPD basis set) for a structure of composition C28H29Cl2GaN4S.

Results
highest occupied orbital energy: -7.27 eV
energy: -123725.0019 eV
energy relative to the best compared isomer or geometry (same formula, charge and spin): 0.0 kcal/mol
M: 594.3 g/mol
LUMO energy: 0.16 eV
gap between HOMO and LUMO: 0.2731 Ha

```
! RIJCOSX wB97M-V def2-TZVPD def2/J DEFGRID3
* xyz 0 1
Ga -0.1755 0.6175 0.0989
C 2.6919 -2.3810 0.8629
C 2.1397 -1.8174 -0.4562
C 0.7179 -2.2409 -0.8285
N -0.3531 -1.3495 -0.3827
C -1.6049 -1.7256 -0.5686
C -1.9282 -2.9372 -1.2311
C -3.1127 -3.6276 -1.3824
C -4.3867 -3.3320 -0.9209
C -4.7429 -2.1534 -0.2972
C -3.9934 -1.0181 -0.0298
C -2.6301 -0.7167 -0.1858
N -2.1339 0.4952 0.0457
C -2.9731 1.6845 -0.1000
C -2.5614 2.8933 0.7302
C -1.1710 3.4523 0.4308
N -0.1994 2.4877 0.8971
C 0.7472 2.7308 1.7670
C 1.1511 4.0470 2.1146
C 2.0110 4.5189 3.0752
C 2.7508 3.8335 4.0373
C 2.7985 2.4662 4.1772
C 2.2009 1.4520 3.4326
C 1.3394 1.4819 2.3278
N 0.8871 0.3739 1.7460
C 1.1986 -0.9222 2.3268
C 2.6245 -1.4185 2.0416
H 3.7330 -2.6780 0.7186
H 2.1506 -3.2989 1.1184
H 2.7801 -2.1662 -1.2683
H 2.2284 -0.7279 -0.4732
H 0.5362 -3.2470 -0.4309
H 0.6638 -2.3273 -1.9205
H -1.0845 -3.4165 -1.7036
H -3.0180 -4.5574 -1.9344
H -5.1632 -4.0669 -1.0876
H -5.7829 -2.0766 0.0031
H -4.5706 -0.2227 0.4195
H -4.0132 1.4707 0.1361
H -2.9491 1.9689 -1.1606
H -2.6188 2.6529 1.7953
H -3.3002 3.6751 0.5337
H -1.0689 4.4181 0.9259
H -1.0516 3.6138 -0.6457
H 0.7096 4.8162 1.4966
H 2.1198 5.5988 3.0863
H 3.3410 4.4265 4.7236
H 3.4217 2.1035 4.9885
H 2.4646 0.4617 3.7742
H 0.4816 -1.6370 1.9201
H 1.0108 -0.8819 3.4038
H 3.0292 -1.9110 2.9304
H 3.2664 -0.5568 1.8417
Cl -1.8321 0.3792 -3.2388
C -0.2630 -0.2732 -3.5914
C -0.2118 -1.3073 -4.5117
C 1.0148 -1.8252 -4.8928
C 2.1782 -1.2847 -4.3743
C 2.1042 -0.2562 -3.4482
Cl 3.6052 0.4001 -2.8734
C 0.8843 0.2608 -2.9858
S 0.8328 1.5421 -1.7763
H -1.1336 -1.6848 -4.9324
H 1.0641 -2.6305 -5.6135
H 3.1491 -1.6489 -4.6808
*
```


3.
Density functional theory data (ωB97M-V with the def2-TZVPD basis set) for the molecule C28H29ClN2O4.

Results
highest occupied orbital energy: -6.07 eV
energy: -53194.2108 eV
energy relative to the best compared isomer or geometry (same formula, charge and spin): 0.0 kcal/mol
M: 493.0 g/mol
LUMO energy: -1.42 eV
gap between HOMO and LUMO: 0.1710 Ha

```
! RIJCOSX wB97M-V def2-TZVPD def2/J DEFGRID3
* xyz 0 1
C 0.6632 -4.2386 -2.7593
C -0.4074 -3.6031 -1.9351
O 0.2394 -2.5899 -1.1189
C -0.5011 -2.1553 -0.0992
C 0.2172 -1.0402 0.6883
N -0.5768 -0.7463 1.7211
C -0.5786 -0.4433 2.9535
C -1.6746 -0.8402 3.8762
C -1.7916 -0.4608 5.2389
C -2.8849 -0.8976 6.0253
C -3.8551 -1.7522 5.4708
Cl -5.2002 -2.2610 6.4105
C -3.7343 -2.1506 4.1255
C -2.6718 -1.6824 3.3441
O -1.5274 -2.7267 0.2220
H 0.2810 -5.1122 -3.2994
H 1.0796 -3.5217 -3.4992
H 1.4597 -4.5682 -2.0886
H -1.2134 -3.1599 -2.5373
H -0.8480 -4.3268 -1.2349
H 1.3237 -1.3674 0.9582
H 0.2287 0.1646 3.4089
H -1.0452 0.1935 5.6816
H -3.0138 -0.5766 7.0580
H -4.4849 -2.8128 3.6805
H -2.5940 -1.9772 2.2959
C 1.1256 -1.5539 -6.1329
O 1.9090 -1.8920 -4.9493
C 1.8757 -1.0372 -3.8918
C 2.6348 -1.3333 -2.7326
C 2.2169 -0.8583 -1.5102
C 1.1478 0.0451 -1.4449
C 0.6125 0.3890 -0.0795
C -0.3761 1.4831 -0.0496
C -0.2722 2.7251 0.7332
N 1.0981 3.3581 0.9150
C 1.3696 4.4993 0.2551
C 2.5268 5.2082 0.4944
C 3.4521 4.6975 1.4083
C 3.1878 3.4818 2.0398
C 2.0041 2.8176 1.7606
C -1.6820 1.0940 -0.6255
C -2.7956 2.1111 -0.5016
O -1.8639 -0.0164 -1.1461
C 0.6737 0.6159 -2.6292
C 0.9955 0.0540 -3.8592
H 1.3643 -2.3691 -6.8320
H 0.0422 -1.5309 -5.9240
H 1.4274 -0.5780 -6.5471
H 3.4252 -2.0667 -2.8192
H 2.7025 -1.2183 -0.5983
H 1.3929 0.5485 0.6704
H -0.9201 3.5181 0.3191
H -0.6605 2.4980 1.7450
H 0.6303 4.8160 -0.4747
H 2.7009 6.1362 -0.0358
H 4.3698 5.2362 1.6347
H 3.8819 3.0130 2.7371
H 1.7448 1.8579 2.1999
H -2.5816 3.0183 -1.0899
H -3.7429 1.6928 -0.8532
H -2.9114 2.3816 0.5588
H -0.0627 1.4177 -2.5856
H 0.4675 0.3929 -4.7466
*
```


4.
Density functional theory data (ωB97M-V with the def2-TZVPD basis set) for a structure of composition C28H29ClN4O6V.

Results
highest occupied orbital energy (alpha / beta): -0.10 / -2.83 eV
energy: -85965.0603 eV
energy relative to the best compared isomer or geometry (same formula, charge and spin): 0.0 kcal/mol
<S²>: 3.7801
M: 604.0 g/mol
LUMO energy (alpha / beta): 4.18 / 4.18 eV
gap between HOMO and LUMO (alpha / beta): 0.1573 / 0.2577 Ha

```
! RIJCOSX wB97M-V def2-TZVPD def2/J DEFGRID3
* xyz -2 4
V 0.0080 0.5088 -0.3993
C -2.1680 2.7252 0.1107
N -1.9905 1.6148 -0.8526
C -1.9850 2.1918 -2.2418
C -0.6444 2.2693 -2.9553
C 0.4312 3.0905 -2.2570
N 0.6782 2.6129 -0.8942
C 1.6192 3.1187 -0.2032
C 1.8492 2.8277 1.1978
C 2.9209 3.4461 1.8491
C 3.1311 3.2846 3.2013
C 2.2334 2.4935 3.9268
C 1.1628 1.8795 3.3186
C 0.9458 2.0102 1.9292
O -0.0663 1.4271 1.3668
C -3.2202 0.7805 -0.6878
C -3.1713 -0.5590 -1.3932
C -2.3206 -1.5630 -0.6294
N -0.8982 -1.3048 -0.8696
C -0.2311 -2.2305 -1.4485
C 1.1278 -2.1428 -1.9254
C 1.7904 -3.3306 -2.2517
C 3.0661 -3.3214 -2.7713
C 3.6840 -2.0904 -3.0057
C 3.0409 -0.9067 -2.7235
C 1.7500 -0.9007 -2.1651
O 1.1479 0.2374 -1.9334
H -3.1158 3.2347 -0.1069
H -1.3488 3.4341 0.0282
H -2.1864 2.3331 1.1232
H -2.4375 3.1903 -2.1762
H -2.6310 1.5775 -2.8693
H -0.8416 2.7048 -3.9397
H -0.2929 1.2628 -3.1707
H 0.1016 4.1369 -2.1892
H 1.3592 3.0681 -2.8360
H 2.2781 3.8789 -0.6455
H 3.5958 4.0630 1.2627
H 3.9744 3.7543 3.6910
H 2.3872 2.3473 4.9903
H 0.4756 1.2518 3.8714
H -4.0672 1.3768 -1.0550
H -3.3638 0.6212 0.3842
H -2.8074 -0.4633 -2.4227
H -4.1916 -0.9472 -1.4476
H -2.5515 -2.5843 -0.9417
H -2.5185 -1.4713 0.4390
H -0.7332 -3.1819 -1.6338
H 1.2766 -4.2699 -2.0775
H 3.5763 -4.2480 -3.0004
H 4.6869 -2.0629 -3.4180
H 3.5142 0.0493 -2.9072
O 2.9141 -1.4712 1.8450
C 1.7673 -1.2967 1.4494
O 1.4704 -0.4481 0.5167
C 0.6588 -2.1368 2.0592
C 0.9470 -3.4737 2.3532
C -0.0406 -4.2810 2.9081
C -1.3012 -3.7878 3.1979
C -1.5902 -2.4416 2.9175
C -0.5949 -1.6262 2.3447
N -2.8514 -1.9220 3.1811
O -3.7355 -2.6735 3.7204
O -3.1015 -0.6996 2.8624
H 1.9400 -3.8501 2.1470
H 0.1798 -5.3216 3.1253
H -2.0782 -4.4010 3.6296
H -0.8355 -0.5888 2.1757
Cl -1.7788 -0.8046 -4.6780
*
```


5.
Density functional theory data (ωB97M-V with the def2-TZVPD basis set) for a structure of composition C28H29ClN8O3PRe.

Results
highest occupied orbital energy (alpha / beta): -17.12 / -17.10 eV
energy: -71485.7007 eV
energy relative to the best compared isomer or geometry (same formula, charge and spin): 11.6 kcal/mol
<S²>: 1.2139
M: 778.2 g/mol
LUMO energy (alpha / beta): -11.25 / -10.96 eV
gap between HOMO and LUMO (alpha / beta): 0.2160 / 0.2255 Ha

```
! RIJCOSX wB97M-V def2-TZVPD def2/J DEFGRID3
* xyz 3 2
Re 0.6454 0.3666 -0.6022
N -1.2690 -0.0785 0.3407
C -2.3964 0.8626 -0.0038
C -2.1262 2.2614 0.5138
C -0.7757 2.8095 0.1594
O -0.2405 3.7574 0.6223
O -0.0972 2.0887 -0.8459
H -1.5664 -1.0162 0.0607
H -1.1871 -0.1224 1.3591
H -3.3167 0.4655 0.4227
H -2.4967 0.8567 -1.0872
H -2.2310 2.3350 1.5984
H -2.8765 2.9381 0.0927
Cl -0.5006 -0.1326 -2.7054
C -1.2390 -1.7583 -2.4267
C -2.3743 -2.0583 -3.1396
C -2.9263 -3.3224 -2.9357
C -2.3381 -4.2152 -2.0511
C -1.1819 -3.8725 -1.3588
C -0.6071 -2.6155 -1.5351
P 1.0098 -2.1028 -0.8857
C 2.1530 -2.6858 -2.1496
C 2.5226 -1.9120 -3.2498
C 3.2819 -2.4739 -4.2633
C 3.6762 -3.8039 -4.1844
C 3.3007 -4.5787 -3.0957
C 2.5365 -4.0276 -2.0791
C 1.3355 -2.9234 0.6683
C 0.2800 -3.2940 1.5090
C 0.5481 -3.8857 2.7324
C 1.8643 -4.1053 3.1196
C 2.9154 -3.7238 2.2938
C 2.6577 -3.1351 1.0662
H -2.8159 -1.3560 -3.8330
H -3.8204 -3.6003 -3.4761
H -2.7754 -5.1932 -1.9051
H -0.7230 -4.5895 -0.6895
H 2.2055 -0.8822 -3.3489
H 3.5623 -1.8752 -5.1191
H 4.2701 -4.2383 -4.9764
H 3.6001 -5.6162 -3.0372
H 2.2492 -4.6477 -1.2392
H -0.7522 -3.1439 1.2132
H -0.2668 -4.1771 3.3790
H 2.0716 -4.5859 4.0659
H 3.9369 -3.9047 2.5991
H 3.4775 -2.8561 0.4152
N 1.1005 -0.2633 5.9187
C 0.6220 -0.2929 4.6718
O -0.3526 -0.9317 4.3160
C 1.3239 0.5524 3.6233
C 2.0822 1.7009 3.8142
C 2.5273 2.4153 2.7085
C 2.1843 1.9926 1.4444
N 1.4423 0.8757 1.2515
C 1.0573 0.1613 2.3268
H 0.6051 -0.7767 6.6331
H 1.9251 0.2458 6.1872
H 2.3011 2.0692 4.8091
H 3.1048 3.3215 2.8226
H 2.4666 2.5545 0.5649
H 0.4942 -0.7469 2.1657
N 5.8366 0.3032 -1.7639
N 4.5604 0.7414 -1.7623
N 4.1841 1.7251 -2.5617
C 2.8843 1.7722 -2.3431
N 2.5156 0.8385 -1.4513
N 3.6270 0.1848 -1.0774
H 6.4592 1.0188 -2.1180
H 6.0842 -0.1548 -0.8978
H 2.2136 2.4687 -2.8194
*
```


6.
Density functional theory data (ωB97M-V with the def2-TZVPD basis set) for a structure of composition C28H29FN7O4Re.

Results
highest occupied orbital energy (alpha / beta): -15.24 / -15.24 eV
energy: -52949.2582 eV
energy relative to the best compared isomer or geometry (same formula, charge and spin): 0.0 kcal/mol
<S²>: 0.7533
M: 732.8 g/mol
LUMO energy (alpha / beta): -10.03 / -10.49 eV
gap between HOMO and LUMO (alpha / beta): 0.1915 / 0.1749 Ha

```
! RIJCOSX wB97M-V def2-TZVPD def2/J DEFGRID3
* xyz 3 2
Re -0.0855 0.9167 0.3541
C -1.5222 5.4880 5.9659
C -0.6435 4.3315 6.4089
C -1.2008 3.6436 7.6408
C -0.3013 2.5041 8.0785
C -0.1094 1.5339 6.9516
C 0.1687 0.2095 7.1953
C 0.3380 -0.6933 6.1433
F 0.6060 -1.9555 6.4345
C 0.2281 -0.3154 4.8352
C -0.0452 1.0323 4.5535
C -0.1283 1.4840 3.2001
O 0.0337 0.5579 2.2619
C -0.3355 2.8340 2.9530
C -0.5062 3.6909 4.0533
N -0.4684 3.2964 5.3017
C -0.2153 1.9589 5.6096
C -0.3671 3.5351 1.6487
O -0.5585 4.6880 1.4926
O -0.1539 2.7502 0.4780
H -1.7067 6.1108 6.8399
H -2.4884 5.1377 5.5988
H -1.0605 6.1360 5.2228
H 0.3691 4.6871 6.6165
H -2.2130 3.2851 7.4329
H -1.2807 4.3892 8.4303
H -0.7160 1.9852 8.9415
H 0.6742 2.8930 8.3863
H 0.2545 -0.1557 8.2114
H 0.3468 -1.0432 4.0477
H -0.6836 4.7384 3.8638
C 1.6866 1.1601 -2.2948
C 2.3872 0.5657 -1.1297
N 1.7941 0.3665 0.0781
C 2.7604 -0.1631 0.9407
C 3.9028 -0.2764 0.2402
N 3.6482 0.1814 -1.0488
C 4.6333 0.2326 -2.1741
N 4.8070 1.5458 -2.6526
N 4.2437 1.8775 -3.8651
N 4.4808 3.0929 -4.1113
C 5.2201 3.6350 -3.0727
C 5.7215 4.9268 -2.9016
C 6.4143 5.1726 -1.7382
C 6.6124 4.1670 -0.7717
C 6.1271 2.8854 -0.9308
C 5.4321 2.6441 -2.1155
H 0.5978 1.1735 -2.1279
H 1.8613 0.5944 -3.2106
H 2.0195 2.1835 -2.4764
H 2.5342 -0.4251 1.9584
H 4.8732 -0.6468 0.5243
H 4.2311 -0.3653 -2.9908
H 5.5533 -0.2200 -1.8073
H 5.5891 5.6801 -3.6655
H 6.8287 6.1546 -1.5581
H 7.1785 4.4078 0.1181
H 6.2962 2.1243 -0.1800
C -5.0062 -0.4128 -1.5556
N -3.7432 -0.6896 -0.8166
C -3.5532 -1.9867 -0.1357
C -2.8305 0.2070 -0.7876
O -1.7042 0.0038 -0.1499
H -5.6342 -1.2936 -1.4921
H -4.7802 -0.2070 -2.5988
H -5.5186 0.4298 -1.0980
H -4.4226 -2.6040 -0.3279
H -3.4479 -1.8224 0.9349
H -2.6633 -2.4757 -0.5261
H -2.9905 1.1521 -1.3025
*
```


7.
Density functional theory data (ωB97M-V with the def2-TZVPD basis set) for a structure of composition C28H29MnN3O5PS.

Results
highest occupied orbital energy (alpha / beta): -16.98 / -16.98 eV
energy: -95634.1699 eV
<S²>: 4.2120
M: 605.5 g/mol
LUMO energy (alpha / beta): -12.25 / -10.09 eV
gap between HOMO and LUMO (alpha / beta): 0.1739 / 0.2532 Ha

```
! RIJCOSX wB97M-V def2-TZVPD def2/J DEFGRID3
* xyz 3 4
Mn 0.2547 0.0927 -0.1662
O 1.1242 1.4046 -1.1145
S 1.9956 1.7664 0.0854
O 3.3712 1.9093 -0.1593
O 1.5687 0.6430 0.9814
C 1.2004 3.2221 0.7454
C 1.9533 4.3077 1.1471
C 1.3062 5.4204 1.6705
C -0.0726 5.4170 1.8109
C -0.8196 4.3207 1.4093
C -0.1860 3.2030 0.8586
P -1.2138 1.8446 0.1983
C -1.9271 2.5747 -1.3232
C -2.8458 3.6215 -1.2113
C -3.3980 4.1773 -2.3542
C -3.0618 3.6786 -3.6048
C -2.1344 2.6517 -3.7185
C -1.5557 2.1097 -2.5812
C -2.6179 1.7041 1.3335
C -3.8394 1.2483 0.8290
C -4.9522 1.2060 1.6499
C -4.8535 1.6018 2.9798
C -3.6356 2.0309 3.4910
C -2.5167 2.0716 2.6789
H 3.0267 4.2695 1.0589
H 1.8833 6.2810 1.9701
H -0.5766 6.2720 2.2363
H -1.8913 4.3267 1.5419
H -3.1343 4.0076 -0.2470
H -4.0893 5.0031 -2.2612
H -3.5204 4.0943 -4.4900
H -1.8594 2.2720 -4.6909
H -0.8061 1.3369 -2.6665
H -3.9144 0.9714 -0.2135
H -5.9049 0.8907 1.2506
H -5.7298 1.5905 3.6099
H -3.5673 2.3571 4.5180
H -1.5678 2.3855 3.0836
N -2.6023 -1.2443 -1.3497
C -1.5352 -1.4556 -2.1445
C -1.6561 -2.1181 -3.3842
C -0.5412 -2.3477 -4.1500
C 0.7044 -1.9157 -3.6695
C 0.7585 -1.2397 -2.4772
N -0.3349 -0.9789 -1.7201
H -3.4945 -1.6473 -1.6016
H -2.4445 -1.0176 -0.3745
H -2.6356 -2.4366 -3.7009
H -0.6095 -2.8561 -5.1011
H 1.6084 -2.0870 -4.2311
H 1.7054 -0.8481 -2.1115
O -0.5047 0.2086 2.7002
C -0.6206 -0.9280 2.2681
O -0.5259 -1.2342 1.0267
C -0.9791 -2.0656 3.2351
N -0.8331 -1.5625 4.6364
C 0.0403 -2.5232 5.3868
C -0.0908 -3.8171 4.5994
C -0.0873 -3.3107 3.1598
H -2.0184 -2.3412 3.0411
H -1.7371 -1.4725 5.1070
H -0.4279 -0.6123 4.5702
H -0.2933 -2.6160 6.4168
H 1.0706 -2.1701 5.3684
H -1.0265 -4.3239 4.8341
H 0.7300 -4.5027 4.7947
H -0.4821 -4.0371 2.4562
H 0.9256 -3.0473 2.8573
*
```